[1]
Formula: C2H3N3O
Source: OMol25
Level of theory: ωB97M-V/def2-TZVPD

The calculation puts the highest occupied orbital energy at -0.3566 hartree. The value obtained for the molar mass is 85.07 g mol⁻¹. The max |F| comes out at 0.01386 Eh/bohr.

Cartesian coordinates (Å):
N: 1.749 -0.103 0.011
C: 0.399 -0.133 -0.092
N: -0.405 0.766 -0.573
C: -1.593 0.292 -0.095
N: -1.551 -0.815 0.585
O: -0.193 -1.145 0.537
H: 2.118 0.826 -0.150
H: 1.967 -0.497 0.920
H: -2.516 0.829 -0.237

Atomic forces in eV per Å
N 0.17 -0.12 0.06
C -0.07 0.24 0.21
N 0.09 -0.22 0.25
C -0.47 -0.14 0.00
N -0.47 0.25 -0.46
O 0.15 0.23 0.15
H 0.07 -0.22 0.06
H 0.66 0.09 -0.26
H -0.13 -0.11 -0.01

[2]
Formula: C2H3N3O
Source: OMol25
Level of theory: ωB97M-V/def2-TZVPD

The structure (SMILES) is Oc1nc[nH]n1. The calculation puts the highest occupied orbital energy at -0.3502 hartree. The value obtained for the molar mass is 85.07 g mol⁻¹. The max |F| comes out at 0.03330 Eh/bohr.

Cartesian coordinates (Å):
O: -0.454 1.227 1.813
C: -0.206 0.512 0.711
N: 0.632 -0.529 0.658
C: 0.515 -0.932 -0.628
N: -0.339 -0.162 -1.285
N: -0.857 0.770 -0.402
H: 0.242 0.969 2.469
H: 1.113 -1.708 -1.076
H: -0.646 -0.147 -2.261

Atomic forces in eV per Å
O 1.12 -0.33 0.87
C -0.89 -0.09 -0.82
N 0.45 -0.93 -1.37
C 0.87 0.26 1.30
N -0.77 0.85 0.83
N 0.00 0.20 -0.93
H -0.92 0.29 -0.70
H -0.14 -0.09 -0.02
H 0.29 -0.15 0.83

[3]
Formula: C2H3N3O
Source: OMol25
Level of theory: ωB97M-V/def2-TZVPD

The structure (SMILES) is Nc1ncon1. The calculation puts the highest occupied orbital energy at -0.3510 hartree. The value obtained for the molar mass is 85.07 g mol⁻¹. The max |F| comes out at 0.01240 Eh/bohr.

Cartesian coordinates (Å):
N: 1.686 0.231 0.252
C: 0.386 -0.130 0.051
N: -0.518 0.860 -0.228
C: -1.632 0.218 -0.161
O: -1.500 -1.092 0.049
N: -0.120 -1.329 0.206
H: 1.941 1.066 -0.257
H: 2.351 -0.522 0.218
H: -2.594 0.698 -0.128

Atomic forces in eV per Å
N 0.13 -0.23 -0.21
C 0.08 -0.08 0.04
N -0.39 0.06 0.28
C 0.40 -0.10 0.18
O -0.31 0.47 0.16
N 0.15 0.47 -0.17
H 0.08 -0.16 0.11
H 0.17 -0.01 -0.03
H -0.30 -0.41 -0.38

[4]
Formula: C2H3N3O
Source: OMol25
Level of theory: ωB97M-V/def2-TZVPD

The calculation puts the highest occupied orbital energy at -0.3469 hartree. The value obtained for the molar mass is 85.07 g mol⁻¹. The max |F| comes out at 0.01058 Eh/bohr.

Cartesian coordinates (Å):
O: 1.758 -1.206 -0.554
C: 0.781 -0.573 -0.232
N: -0.563 -0.987 -0.287
C: -1.474 -0.044 0.028
N: -0.701 1.062 0.253
N: 0.684 0.714 0.276
H: -0.830 -1.928 -0.521
H: -1.020 1.560 1.070
H: 1.364 1.402 -0.033

Atomic forces in eV per Å
O -0.29 0.36 0.18
C 0.04 -0.07 -0.01
N -0.19 -0.02 -0.16
C 0.40 0.09 0.10
N 0.08 -0.52 0.13
N -0.03 -0.20 -0.09
H 0.18 0.02 -0.11
H 0.15 0.48 -0.08
H -0.34 -0.14 0.04

Values of energy relative to the best compared isomer or geometry (same formula, charge and spin), in order: 26.0 9.9 26.4 33.6, all in kcal/mol.
Values of orbital gap, in order: 0.385 0.383 0.388 0.378, all in Eh.